# 1
Here is a molecular structure, C39H76I2N8O9P2S at a distorted geometry from OMol25. Energies are from wB97M-V/def2-TZVPD.

CARTESIAN COORDINATES (ANGSTROEM)
C 7.68 -0.07 -0.90
C 6.51 0.06 -1.13
C 5.12 0.21 -1.48
I 4.04 -0.31 0.37
C 4.70 1.60 -2.04
C 4.55 2.71 -0.94
C 5.80 3.03 -0.07
C 5.70 2.65 1.42
O 6.71 1.67 1.68
C 5.66 2.21 -3.07
O 6.45 1.26 -3.78
O 7.83 1.57 -3.58
C 3.22 1.45 -2.56
C 2.61 2.74 -3.16
C 1.45 3.27 -2.26
C 0.46 4.04 -3.16
C -0.77 4.54 -2.39
C -2.07 3.84 -2.82
C -3.19 4.27 -1.84
C -4.61 4.29 -2.44
C -5.43 3.03 -2.17
C -5.43 2.60 -0.69
C -6.82 2.45 -0.07
C -7.79 1.53 -0.83
C -7.23 0.14 -1.13
N -7.72 -0.45 -2.37
C -7.57 -1.77 -2.69
C -8.09 -2.03 -3.92
C -8.61 -0.79 -4.41
C -8.36 0.12 -3.42
C 2.96 0.31 -3.53
I 3.74 0.61 -5.55
O 1.52 0.31 -3.70
C 1.07 -0.74 -4.33
N 0.62 -1.54 -5.01
O 3.26 -0.99 -3.08
S 4.77 -1.24 -2.58
O 5.72 -1.42 -3.61
O 4.70 -2.38 -1.73
H 8.72 -0.27 -0.96
H 3.70 2.51 -0.30
H 4.30 3.64 -1.45
H 5.90 4.12 -0.06
H 6.74 2.69 -0.50
H 5.96 3.49 2.05
H 4.71 2.28 1.67
H 6.33 0.93 2.16
H 6.36 2.91 -2.61
H 5.14 2.80 -3.82
H 8.05 2.11 -4.35
H 2.63 1.24 -1.67
H 3.32 3.57 -3.23
H 2.17 2.62 -4.15
H 0.88 2.42 -1.88
H 1.82 3.93 -1.48
H 0.15 3.40 -3.99
H 1.02 4.87 -3.61
H -0.65 4.55 -1.31
H -0.92 5.59 -2.68
H -1.95 2.76 -2.74
H -2.33 4.10 -3.84
H -3.10 3.63 -0.97
H -2.97 5.29 -1.51
H -5.14 5.12 -1.95
H -4.62 4.54 -3.50
H -5.01 2.21 -2.76
H -6.45 3.17 -2.54
H -4.88 1.66 -0.64
H -4.86 3.28 -0.07
H -6.73 2.06 0.95
H -7.28 3.43 0.03
H -8.15 2.06 -1.71
H -8.67 1.39 -0.20
H -7.44 -0.50 -0.28
H -6.15 0.18 -1.23
H -7.08 -2.45 -2.01
H -8.09 -2.97 -4.44
H -9.11 -0.61 -5.34
H -8.63 1.16 -3.46
O -2.51 1.74 1.00
P -2.28 0.77 2.14
N -3.11 1.61 3.38
C -2.75 1.65 4.78
C -4.55 1.58 3.23
N -0.55 0.98 2.22
C 0.02 2.06 3.00
C 0.07 0.97 0.89
N -2.19 -0.77 3.02
C -1.02 -1.17 3.79
C -2.61 -1.90 2.17
H -2.99 0.72 5.32
H -3.29 2.47 5.27
H -1.70 1.88 4.94
H -4.98 0.62 3.55
H -4.83 1.75 2.19
H -5.02 2.38 3.81
H -0.48 3.02 2.82
H 1.08 2.18 2.76
H 0.00 1.84 4.07
H -0.03 1.94 0.39
H -0.39 0.22 0.25
H 1.13 0.73 0.98
H -0.14 -1.35 3.17
H -1.26 -2.10 4.31
H -0.78 -0.44 4.56
H -1.87 -2.12 1.39
H -3.56 -1.66 1.67
H -2.77 -2.80 2.76
O 2.27 -3.19 2.97
P 2.71 -4.60 2.66
N 2.00 -4.78 1.12
C 1.45 -5.99 0.56
C 2.68 -4.00 0.10
N 1.79 -5.37 3.94
C 0.40 -5.74 3.71
C 1.89 -4.66 5.21
N 3.78 -6.02 2.50
C 3.44 -7.32 3.04
C 5.16 -5.69 2.90
H 2.21 -6.71 0.23
H 0.84 -5.73 -0.31
H 0.76 -6.49 1.24
H 3.61 -4.47 -0.24
H 2.92 -3.01 0.49
H 2.04 -3.85 -0.77
H -0.17 -4.94 3.24
H -0.08 -6.00 4.66
H 0.33 -6.65 3.11
H 1.23 -3.79 5.25
H 2.91 -4.30 5.38
H 1.64 -5.33 6.04
H 3.39 -7.34 4.13
H 4.21 -8.03 2.72
H 2.50 -7.69 2.64
H 5.25 -5.54 3.98
H 5.48 -4.76 2.41
H 5.86 -6.47 2.60

Its spin multiplicity is 1. For the HOMO energy, the calculation gives -8.0 eV.



# 2
Here is 10 unconnected molecules or ions with the total composition C39H78O32P2 at a distorted geometry from OMol25. Energies are from wB97M-V/def2-TZVPD.

CARTESIAN COORDINATES (ANGSTROEM)
C -1.18 4.84 3.82
O -0.34 5.52 2.87
C 0.91 5.14 2.58
O 1.52 4.14 2.85
O 1.43 6.17 1.78
C 2.76 6.08 1.49
H -0.66 4.69 4.77
H -1.43 3.87 3.39
H -2.14 5.34 3.96
H 2.99 7.05 1.05
H 2.87 5.33 0.70
H 3.42 5.79 2.32
C -4.42 4.58 -4.03
O -3.28 4.68 -3.21
C -3.29 4.32 -1.89
O -4.28 4.34 -1.23
O -1.98 4.51 -1.35
C -1.96 4.49 0.13
H -4.16 4.15 -4.99
H -4.63 5.63 -4.24
H -5.19 4.02 -3.48
H -0.89 4.51 0.33
H -2.54 3.67 0.55
H -2.28 5.45 0.54
C -1.88 -3.95 5.54
O -1.56 -3.12 6.66
C -0.80 -3.66 7.64
O -0.35 -4.80 7.60
O -0.63 -2.69 8.51
C 0.39 -2.55 9.54
H -1.11 -4.49 4.99
H -2.54 -3.46 4.82
H -2.47 -4.73 6.03
H 0.55 -3.49 10.07
H 0.14 -1.76 10.25
H 1.24 -2.14 8.98
C 1.05 1.81 0.85
O 0.32 0.60 1.04
C 0.07 0.01 2.15
O 0.75 0.12 3.18
O -0.96 -0.72 1.95
C -0.99 -1.97 2.63
H 0.69 2.64 1.46
H 0.91 2.10 -0.19
H 2.09 1.69 1.15
H -2.03 -2.22 2.85
H -0.38 -2.08 3.52
H -0.59 -2.75 1.98
C -6.26 -2.38 1.32
O -5.55 -1.22 1.66
C -4.86 -1.07 2.83
O -4.35 -1.93 3.54
O -4.61 0.23 2.97
C -3.66 0.62 3.90
H -7.19 -2.23 0.78
H -6.54 -3.01 2.17
H -5.66 -2.99 0.64
H -3.29 1.64 3.77
H -2.82 -0.03 4.14
H -4.16 0.63 4.87
C 7.51 4.47 -2.15
C 7.43 3.20 -2.99
O 7.46 2.00 -2.25
P 6.73 0.71 -2.90
O 7.23 0.46 -4.27
O 6.94 -0.42 -1.80
C 7.08 -1.76 -2.22
C 6.55 -2.83 -1.20
O 5.12 1.08 -2.81
C 4.58 1.36 -1.55
C 3.41 0.47 -1.29
H 6.69 4.49 -1.43
H 8.48 4.59 -1.66
H 7.42 5.29 -2.87
H 6.45 3.43 -3.40
H 8.18 3.25 -3.78
H 6.57 -1.98 -3.16
H 8.11 -2.02 -2.48
H 6.55 -3.82 -1.65
H 7.07 -2.57 -0.28
H 5.53 -2.70 -0.83
H 5.33 1.25 -0.77
H 4.25 2.40 -1.49
H 3.72 -0.58 -1.31
H 2.86 0.44 -0.35
H 2.70 0.63 -2.10
C -3.32 1.71 -8.96
C -3.06 2.60 -7.74
O -3.75 2.14 -6.57
P -3.32 0.80 -5.79
O -2.28 -0.09 -6.51
O -2.94 1.34 -4.32
C -1.50 1.70 -4.05
C -1.15 1.35 -2.59
O -4.76 0.08 -5.59
C -5.80 0.93 -5.18
C -5.96 1.01 -3.63
H -4.40 1.52 -8.99
H -2.83 2.09 -9.86
H -2.78 0.80 -8.71
H -2.03 2.58 -7.40
H -3.48 3.61 -7.78
H -0.80 1.30 -4.78
H -1.48 2.78 -4.13
H -0.17 1.75 -2.32
H -1.86 1.68 -1.83
H -1.25 0.29 -2.33
H -5.59 1.98 -5.39
H -6.72 0.59 -5.66
H -6.24 0.10 -3.11
H -5.03 1.30 -3.15
H -6.77 1.67 -3.31
C 3.69 -0.62 4.47
C 3.92 -0.09 3.03
C 4.44 1.33 2.92
O 5.25 1.32 1.83
C 5.79 0.11 1.67
O 6.85 -0.14 1.00
O 5.07 -0.79 2.52
H 3.47 -1.68 4.54
H 2.87 -0.14 5.01
H 4.56 -0.40 5.09
H 3.10 -0.19 2.32
H 5.15 1.67 3.67
H 3.56 1.96 2.79
C -1.26 -6.32 1.57
C 0.26 -6.39 1.76
C 0.88 -7.41 0.71
O 2.06 -6.64 0.48
C 2.02 -5.39 0.91
O 2.90 -4.58 0.71
O 0.82 -5.12 1.57
H -1.78 -7.28 1.54
H -1.51 -6.02 0.55
H -1.82 -5.66 2.23
H 0.49 -6.79 2.75
H 0.28 -7.46 -0.20
H 0.91 -8.41 1.13
C -3.55 -1.69 -1.65
C -2.98 -2.98 -1.03
C -3.40 -4.42 -1.40
O -2.13 -5.09 -1.45
C -1.21 -4.29 -1.61
O -0.08 -4.62 -1.82
O -1.58 -2.99 -1.31
H -3.24 -0.79 -1.11
H -4.63 -1.57 -1.57
H -3.28 -1.57 -2.71
H -2.82 -2.95 0.05
H -4.01 -4.58 -2.29
H -3.91 -4.75 -0.49

As for the charge: -1. Its expectation value of S² is 0.7505. Its spin multiplicity is 2. For the HOMO energy (spin up / spin down), the calculation gives 0.3 / -8.5 eV.



no.,electronic energy (eV)
1,-117626.6482
2,-125805.0186